Entry 1:
21
Properties=species:S:1:pos:R:3 method="wB97M-V/def2-TZVPD" e_tot_ha=-729.53573 multiplicity=2 e_homo_ev="-15.533 / -15.533" relative_energy_kj_mol=185.15 charge=+2 homo_lumo_gap_ev="6.26 / 6.04"
O 4.2570 -0.1918 -0.5850
C 3.0870 0.0599 -0.2574
O 2.8056 1.0358 0.5037
O 2.1193 -0.7531 -0.7041
C 1.0108 -0.9665 0.0828
C 1.0500 -1.6315 1.2465
Y 5.4776 1.5893 0.6139
H 0.1933 -1.8035 1.8981
H 2.0298 -1.8920 1.6535
Li 1.2323 1.3341 1.4468
C -0.4021 -1.0030 -0.5688
C -1.2799 0.1017 -0.0115
O -2.5377 0.0308 -0.6829
C -3.3201 1.0948 -0.5951
O -3.2498 1.9582 0.2455
O -4.1765 1.0713 -1.6074
H -0.9100 -1.9742 -0.4766
H -0.2360 -0.8557 -1.6472
H -0.8399 1.0953 -0.1679
H -1.4369 -0.0215 1.0685
H -4.8738 1.7215 -1.4550

Entry 2:
14
Properties=species:S:1:pos:R:3 method="wB97M-V/def2-TZVPD" e_tot_ha=-287.34595 multiplicity=2 e_homo_ev="-2.345 / -1.985" relative_energy_kj_mol=492.66 charge=-1 homo_lumo_gap_ev="6.89 / 5.52"
C 0.6651 1.1579 1.6387
C -0.5585 0.8284 1.0766
N -1.3143 0.5851 -1.4667
C -0.4568 1.0565 -0.4841
C 0.6592 0.3512 0.1383
C 0.8211 -1.0872 0.2425
C 0.4861 -1.9675 -0.7195
H 1.2289 2.0719 1.4508
H -1.2856 0.0472 1.2467
H -2.2413 0.9453 -1.2543
H -0.2486 2.1196 -0.7337
H 1.2290 -1.3994 1.1865
H 0.3721 -1.6705 -1.7540
H 0.6435 -3.0384 -0.5677

Entry 3:
14
Properties=species:S:1:pos:R:3 method="wB97M-V/def2-TZVPD" e_tot_ha=-287.37349 multiplicity=1 e_homo_ev="-9.102 / -9.100" relative_energy_kj_mol=561.18 homo_lumo_gap_ev="8.97 / 8.96"
N 3.2076 -0.0583 0.0115
C 2.0873 -0.1860 0.2665
C 0.6691 -0.3879 0.6109
C -0.1092 -1.2976 -0.3060
C -1.3270 -0.7544 -0.5243
C -1.4184 0.5272 0.1370
C -0.2408 0.8177 0.7338
H 0.6462 -0.8617 1.6054
H 0.4968 0.9139 -1.7182
H 0.1502 -2.3453 -0.4184
H -2.1478 -1.2296 -1.0531
H -2.2821 1.1743 0.0529
H 0.2991 2.0991 -0.8591
H -0.0311 1.5888 1.4611

Entry 4:
14
Properties=species:S:1:pos:R:3 method="wB97M-V/def2-TZVPD" e_tot_ha=-287.54895 multiplicity=1 e_homo_ev=-9.224 relative_energy_kj_mol=100.52 smiles=Cc1ccccn1 homo_lumo_gap_ev=10.28
C 2.1658 0.3729 -0.0027
C 0.6768 0.2904 0.0023
C 0.1728 -0.9894 0.0295
C -1.2247 -1.1342 0.0726
C -2.0492 -0.0176 0.0185
C -1.4382 1.3056 -0.1019
N -0.1001 1.3934 -0.0586
H 2.3040 -0.6591 0.4233
H 2.5584 1.1738 0.5798
H 2.7282 0.2790 -0.9248
H 0.8480 -1.8467 -0.1699
H -1.4528 -2.1706 0.1752
H -3.0643 -0.1837 0.1138
H -2.1247 2.1860 -0.1571

Entry 5:
14
Properties=species:S:1:pos:R:3 method="wB97M-V/def2-TZVPD" e_tot_ha=-287.47253 multiplicity=1 e_homo_ev=-8.917 relative_energy_kj_mol=301.17 smiles=C1[C@@H]2[C@H]3[C@@H]2N2[C@H]3[C@H]12 homo_lumo_gap_ev=10.05
C -1.1633 0.0915 0.7295
C 0.2403 0.6124 0.9285
C 0.8969 0.8158 -0.4159
C 1.2337 -0.3951 0.3991
N 0.4902 -1.3229 -0.5222
C 0.1097 -0.1361 -1.3236
C -0.8954 -0.7925 -0.4580
H -1.8549 0.8564 0.3613
H -1.5940 -0.3951 1.6111
H 0.5162 1.2468 1.7665
H 1.4799 1.6801 -0.7071
H 2.1401 -0.7227 0.9007
H 0.1008 -0.1377 -2.4073
H -1.7001 -1.4010 -0.8626

Entry 6:
14
Properties=species:S:1:pos:R:3 method="wB97M-V/def2-TZVPD" e_tot_ha=-287.43690 multiplicity=1 e_homo_ev=-9.161 relative_energy_kj_mol=394.71 smiles="C#CC(=C)C.C#N" homo_lumo_gap_ev=10.09
C 0.5450 1.7522 -1.1376
C -0.3076 0.9838 -0.7531
C -1.1302 0.0111 -0.0997
C -2.1755 -0.5272 -0.7239
C -0.6111 -0.2249 1.3697
H 1.0290 2.3453 -1.7721
H -2.4159 -0.4613 -1.7693
H -2.8550 -1.2157 -0.1098
H -0.8271 0.7926 1.7835
H 0.4464 -0.4460 1.1709
H -1.1181 -0.8902 2.0298
C 3.1437 -0.6905 -0.0154
N 3.0336 -0.4157 1.0738
H 3.2428 -1.0135 -1.0467

Entry 7:
14
Properties=species:S:1:pos:R:3 method="wB97M-V/def2-TZVPD" e_tot_ha=-287.41580 multiplicity=1 e_homo_ev=-9.360 relative_energy_kj_mol=450.11 smiles="C=C=CCCC#N" homo_lumo_gap_ev=9.81
C -1.4744 -0.9229 -0.3328
C -0.3632 -1.6515 -0.5301
C 0.9116 -1.3228 -0.4753
C 1.2613 0.0933 0.1332
C 0.0128 0.7314 0.7013
C -0.4989 1.8863 -0.0476
N -0.8440 2.8338 -0.6250
H -1.6486 -0.1185 -1.0506
H -2.2281 -0.9893 0.4535
H 1.7488 -1.8784 -0.8780
H 1.6820 0.6873 -0.6859
H 2.0114 0.0056 0.9174
H -0.0303 0.9450 1.7604
H -0.5404 -0.2993 0.6595

Entry 8:
14
Properties=species:S:1:pos:R:3 method="wB97M-V/def2-TZVPD" e_tot_ha=-287.45227 multiplicity=1 e_homo_ev=-9.590 relative_energy_kj_mol=354.35 smiles=C[C@H]1[C@@H]2[C@@H](C#N)[C@H]12 homo_lumo_gap_ev=10.60
C 1.3223 0.2264 0.2421
C 0.0021 -0.1259 -0.4274
C -0.9778 -0.8808 0.3667
C -2.2438 -0.3121 -0.3677
C -3.6751 -0.0595 -0.0284
N -4.7448 0.1063 0.2803
C -1.1416 0.6406 0.0357
H 1.4685 -0.0213 1.3337
H 1.4184 1.2656 0.0168
H 2.2236 -0.2559 -0.2343
H -0.0229 -0.1456 -1.5446
H -0.8274 -1.3559 1.2987
H -2.3492 -0.3657 -1.5427
H -1.1498 1.4140 0.7193

Entry 9:
14
Properties=species:S:1:pos:R:3 method="wB97M-V/def2-TZVPD" e_tot_ha=-287.07433 multiplicity=2 e_homo_ev="-14.763 / -14.612" relative_energy_kj_mol=609.35 charge=+1 homo_lumo_gap_ev="7.33 / 7.03"
N -3.0028 0.9065 -0.3726
C -0.1375 -1.1410 0.8665
C -0.4386 -0.1272 -0.0333
C 0.6578 0.5224 -0.5919
C 2.0430 0.1693 -0.2941
C 2.3291 -0.9218 0.5233
C 1.2080 -1.3732 1.1566
H -2.8175 1.4724 -1.2083
H -3.9199 1.1620 0.0031
H -1.5044 0.3184 -0.1588
H 0.3770 1.0488 -1.5002
H 2.7988 0.9289 -0.4613
H 3.3359 -1.2282 0.7639
H -0.9289 -1.7373 1.3071

Entry 10:
19
Properties=species:S:1:pos:R:3 method="wB97M-V/def2-TZVPD" e_tot_ha=-966.18933 multiplicity=1 e_homo_ev=-3.113 relative_energy_kj_mol=206.61 charge=-1 smiles="[H]/N=c1/ccn([O-])cc1S(C)(=O)=O" homo_lumo_gap_ev=6.45
H 0.9971 -1.8899 -0.9243
N 0.2557 -1.5065 -1.4972
C -0.6267 -0.8779 -0.8284
C -1.8593 -0.4331 -1.4532
C -2.8258 0.2481 -0.7919
N -2.7185 0.3916 0.5886
O -3.6516 0.9168 1.3562
C -1.6408 -0.0841 1.2068
C -0.5948 -0.6577 0.5882
S 0.9412 -0.8637 1.4451
C 2.0628 0.4646 1.0064
O 0.8680 -0.5212 2.8519
O 1.5836 -2.1712 1.0954
H -2.0915 -0.6382 -2.5521
H -3.7374 0.5868 -1.1144
H -1.8550 0.1232 2.2835
H 3.0157 0.0991 0.9571
H 1.9815 0.9507 -0.0121
H 1.9932 1.2525 1.8410

Entry 11:
19
Properties=species:S:1:pos:R:3 method="wB97M-V/def2-TZVPD" e_tot_ha=-966.25703 multiplicity=1 e_homo_ev=-4.660 relative_energy_kj_mol=28.85 charge=-1 homo_lumo_gap_ev=7.91
C 0.4795 2.2321 -1.1287
C 1.0822 1.2282 -0.4787
O 1.4716 0.2123 -1.3467
O 1.3557 0.9734 0.8420
C 0.3160 0.1341 1.5719
C -1.0366 0.9179 1.7151
S -2.2402 0.1930 0.5667
C -0.9853 -1.1428 0.2214
N -1.3012 -2.1332 -0.6020
C -0.4186 -2.7494 -1.4242
O 0.7501 -2.5869 -1.6904
N 0.0944 -1.0774 0.9087
H 0.3405 3.1667 -0.6502
H 0.2327 2.0213 -2.1443
H 1.6928 -0.5353 -0.7871
H 1.0747 0.0220 2.4271
H -1.2758 0.7198 2.7181
H -0.7307 1.9794 1.3050
H -0.9019 -3.5751 -2.0235

Entry 12:
19
Properties=species:S:1:pos:R:3 method="wB97M-V/def2-TZVPD" e_tot_ha=-643.11384 multiplicity=1 e_homo_ev="-1.866 / -1.876" relative_energy_kj_mol=737.37 charge=-1 homo_lumo_gap_ev="5.12 / 5.13"
C -0.1987 -0.6451 -0.8765
C -1.1253 -0.8157 0.0898
C 0.2376 0.6561 1.5226
C 1.0493 0.1519 -0.7749
C 0.7245 1.2269 0.2431
C -1.1303 -0.0237 1.4008
N -2.2577 -1.7979 -0.0033
N -2.1160 1.1034 1.1911
O -2.2611 -2.7683 -0.8745
O -2.9754 1.2308 2.0389
O 0.7946 0.7435 2.5995
O -1.9084 1.8608 0.2407
H -0.2929 -1.0989 -1.7828
H 1.8456 -0.4321 -0.3173
H 1.2860 0.6557 -1.6259
H -0.0248 1.8367 -0.0992
H 1.4867 1.8159 0.5559
H -1.4314 -0.6361 2.1454
H -2.4849 -1.9804 0.9808

Entry 13:
17
Properties=species:S:1:pos:R:3 method="wB97M-V/def2-TZVPD" e_tot_ha=-815.39604 multiplicity=1 e_homo_ev=-14.666 relative_energy_kj_mol=291.79 charge=+1 homo_lumo_gap_ev=9.48
C 1.3529 1.3585 -0.3954
C 2.6714 1.1842 -0.2173
C -0.6925 -0.0398 -0.3506
C 1.5114 -0.7370 0.1753
C -0.7726 -1.5965 -0.2849
C -1.6212 0.5865 0.7204
N 0.1924 -2.3502 -0.0490
N 0.6743 0.2192 -0.1714
O -2.0371 -1.9741 -0.4523
S 3.1496 -0.4093 0.2059
H 0.7889 2.2700 -0.5680
H 3.4162 1.9886 -0.2241
H -0.8852 0.3669 -1.3539
H -2.2307 -0.3125 1.2168
H -2.3168 1.1947 0.2414
H -1.0082 1.1041 1.4461
H -2.1928 -2.8532 0.0610

Entry 14:
16
Properties=species:S:1:pos:R:3 method="wB97M-V/def2-TZVPD" e_tot_ha=-396.97006 multiplicity=1 e_homo_ev=-8.608 relative_energy_kj_mol=320.85 smiles="N#CC1=C(N)[C@@H]2N[C@@H]2C1" homo_lumo_gap_ev=9.43
N 3.3594 -0.6172 0.4297
C 2.2448 -0.8079 0.0075
C 0.8507 -0.5208 -0.2560
C 0.3611 0.7469 -0.2881
N 0.8961 2.0284 -0.2179
C -1.0502 0.6070 -0.3020
N -1.5475 0.0930 1.0730
C -1.5841 -0.8332 -0.1262
C -0.3099 -1.5571 -0.3889
H 1.7452 2.0550 0.1749
H 0.5267 2.9689 -0.0696
H -1.5807 1.6362 -0.2789
H -0.6753 -0.2844 1.6102
H -2.5809 -1.0370 -0.5094
H -0.3599 -2.3117 0.3581
H -0.2957 -2.1662 -1.2164

Entry 15:
17
Properties=species:S:1:pos:R:3 method="wB97M-V/def2-TZVPD" e_tot_ha=-472.15160 multiplicity=1 e_homo_ev="-8.765 / -8.725" relative_energy_kj_mol=499.55 homo_lumo_gap_ev="8.38 / 8.06"
C 2.9892 1.4552 -0.5768
C 2.1982 2.3018 -1.2888
C 1.0115 1.0232 -0.1195
C -2.2973 -1.0384 -0.5140
C -1.8635 -1.9051 0.6351
C -0.8189 -0.9678 1.2717
N 2.1895 0.6245 0.1806
N -1.7658 0.1319 -0.4899
N -1.0457 0.3052 0.5927
O 0.9088 2.0103 -0.9816
H 4.0556 1.3702 -0.5384
H 2.3817 3.0860 -1.9935
H -3.0255 -1.3072 -1.2553
H -2.6893 -2.0976 1.3256
H -1.4756 -2.8651 0.2902
H -0.9563 -0.8034 2.3422
H 0.2033 -1.3236 1.1195

Entry 16:
17
Properties=species:S:1:pos:R:3 method="wB97M-V/def2-TZVPD" e_tot_ha=-472.18501 multiplicity=1 e_homo_ev="-8.587 / -8.589" relative_energy_kj_mol=411.81 smiles="O=N[C@H]1C[C@@H]1c1cnc[nH]1" homo_lumo_gap_ev="8.11 / 8.11"
O -3.3573 1.6532 0.3639
N -2.9990 0.4825 0.0537
C -1.8384 0.0242 0.5884
C -1.4696 -1.2773 0.0183
C -0.7272 -0.1725 -0.6762
C 0.5589 0.2360 -0.1293
C 1.4210 -0.3249 0.8321
N 2.5486 0.4316 0.9973
C 2.4910 1.3435 0.1105
N 1.3356 1.3466 -0.5898
H -1.3582 0.2412 1.5582
H -2.0872 -1.7769 -0.7114
H -0.8187 -1.9452 0.6594
H -1.1562 0.0228 -1.5741
H 1.0220 -1.1130 1.5685
H 3.1530 2.2077 0.0462
H 1.1000 1.9356 -1.2698

Entry 17:
17
Properties=species:S:1:pos:R:3 method="wB97M-V/def2-TZVPD" e_tot_ha=-472.20862 multiplicity=1 e_homo_ev=-7.979 relative_energy_kj_mol=349.83 homo_lumo_gap_ev=8.69
C 1.8691 0.8816 -0.4838
N 0.4120 0.8036 -0.2989
C -0.2339 0.5201 1.0167
C -0.4557 -0.2134 -0.2453
C -1.2846 -1.1078 -0.8221
N -2.3562 -1.7195 -0.2259
C -3.3383 -1.1307 0.2853
N -3.4125 0.2681 0.3376
C -2.8613 1.2076 -0.2048
O -2.4171 2.1999 -0.6118
H 2.2572 1.1990 0.4526
H 2.4261 -0.1150 -0.7817
H 2.2363 1.6211 -1.1850
H -0.9476 1.2353 1.2889
H 0.4011 0.3331 1.8129
H -1.1669 -1.3413 -1.8227
H -4.0435 -1.6577 0.8308

Entry 18:
17
Properties=species:S:1:pos:R:3 method="wB97M-V/def2-TZVPD" e_tot_ha=-472.00783 multiplicity=1 e_homo_ev="-8.275 / -8.248" relative_energy_kj_mol=877.02 homo_lumo_gap_ev="6.67 / 6.84"
C 1.0463 1.9686 0.4953
C 2.1025 1.1546 -0.0112
C -0.1848 1.8392 0.0423
C -1.0742 1.3440 -0.8877
C -1.4082 -0.7824 0.2411
C 0.1144 -1.5833 0.0215
N -1.5773 0.1487 -0.7763
N 1.0092 -0.8297 0.5287
N 1.9046 -0.1559 -0.1883
O 2.6315 -0.8096 -0.9077
H 1.1693 2.5503 1.4667
H 3.0095 1.6698 -0.1646
H -1.5056 2.1162 -1.5973
H -1.9863 -1.6928 0.0571
H -1.4769 -0.4822 1.2415
H -0.0811 -2.4479 0.5565
H 0.1111 -1.6416 -0.9960

Entry 19:
17
Properties=species:S:1:pos:R:3 method="wB97M-V/def2-TZVPD" e_tot_ha=-451.57434 multiplicity=1 e_homo_ev=-13.681 relative_energy_kj_mol=0.00 charge=+1 smiles="[NH2+]=C1Cc2c[nH]nc2C=N1" homo_lumo_gap_ev=8.59
N 2.5899 0.6531 1.2000
C 1.4314 0.6243 0.7565
C 1.0726 0.1390 -0.5953
C -0.3839 -0.2736 -0.7188
C -1.1482 -1.0147 -1.6171
N -2.4091 -1.0490 -1.0694
N -2.5343 -0.3718 0.0293
C -1.3020 0.1128 0.2824
C -0.7959 0.9180 1.3737
N 0.4608 1.0977 1.5986
H 3.3603 0.3548 0.6332
H 2.5682 0.5962 2.1857
H 1.7945 -0.6501 -0.8176
H 1.1977 0.7678 -1.4922
H -1.0910 -1.5683 -2.4768
H -3.2314 -1.6467 -1.4242
H -1.5798 1.3105 2.1518

Entry 20:
17
Properties=species:S:1:pos:R:3 method="wB97M-V/def2-TZVPD" e_tot_ha=-451.42676 multiplicity=1 e_homo_ev=-13.683 relative_energy_kj_mol=387.46 charge=+1 smiles="C1=C2n3nncc3C[N@H+]2C1" homo_lumo_gap_ev=8.64
C -0.4538 -2.1142 -0.3581
C 0.6827 -1.2884 0.3390
N 1.9224 -0.7840 0.1770
N 3.1862 -1.2000 0.0960
N 3.9096 -0.1924 -0.1085
C 3.1693 0.9482 -0.1807
C 1.8641 0.6010 0.0167
C 0.4350 1.0525 0.0523
N -0.2552 -0.1750 0.5609
C -1.3693 -0.9608 -0.0925
H -0.5660 -3.1517 -0.5678
H 3.6343 1.8960 -0.3512
H 0.2749 1.9091 0.7101
H 0.0735 1.3128 -0.9472
H -0.4753 -0.0338 1.5520
H -1.7165 -0.4652 -1.0011
H -2.2188 -1.1501 0.5717